Entry 1:
Computed, not measured: a 2-piece molecular cluster, HNO6S overall at a distorted geometry, with ωB97M-V with the def2-TZVPD basis set.

The geometry in XYZ format:
```
9
Properties=species:S:1:pos:R:3:forces:R:3
N -2.22321 1.17864 -0.24450 0.722 -1.201 -0.290
O -2.75212 0.53229 -1.22260 0.931 0.601 1.099
O 0.83314 -0.74233 -0.06054 0.028 0.940 -0.106
O 2.79084 0.66517 0.40332 -0.248 -0.283 0.146
O 1.95518 0.50841 -1.85547 -0.351 -0.087 0.056
O -1.07114 0.81714 0.16220 -6.511 -0.993 0.284
O 0.63520 1.69693 -0.14126 4.208 0.894 -1.004
S 1.58404 0.62460 -0.43998 2.266 1.235 -0.303
H -0.05469 -0.25676 -0.03585 -1.045 -1.107 0.118
```
Positions in Å, forces in eV/Å.

Computed properties:
**Total charge**: -2

Entry 2:
Computed, not measured: a 8-piece molecular cluster, C28H78N6O8 overall at a distorted geometry, with ωB97M-V with the def2-TZVPD basis set.

The geometry in XYZ format:
```
120
Properties=species:S:1:pos:R:3:forces:R:3
C -2.27239 0.67369 4.96805 -0.459 1.189 1.389
C -2.55515 1.11729 6.47168 -0.776 -0.824 -1.500
C -2.94922 -0.11163 7.27187 0.936 -2.116 1.103
O -4.19406 -0.65741 6.81673 0.174 0.759 0.592
C -4.73138 -1.58865 7.73222 -0.231 -1.294 -0.826
N -1.43056 1.83319 6.99576 1.352 -0.270 0.984
H -3.23579 0.47444 4.49155 0.264 0.037 -0.148
H -1.67417 -0.23486 4.96716 0.021 -0.145 0.114
H -1.69341 1.45963 4.45400 -0.498 -0.214 0.038
H -3.43279 1.79575 6.59373 0.439 -0.382 -0.676
H -2.99087 0.17458 8.35655 -0.354 -0.132 -0.625
H -2.15339 -0.99404 7.27320 -1.101 1.739 -0.331
H -5.80385 -1.74378 7.61167 -0.105 0.352 -0.817
H -4.71372 -1.25043 8.75745 0.867 -0.023 0.505
H -4.29192 -2.60665 7.52098 -0.039 0.919 0.816
H -1.50254 1.88430 8.02184 0.051 0.167 -0.558
H -0.54661 1.32955 6.82074 -0.613 0.277 0.022
C -1.21957 1.12697 -2.15049 0.565 1.102 -1.101
C -0.62429 0.13809 -1.23003 1.625 -0.617 0.514
C -1.47025 -0.20708 -0.08225 -2.095 -0.063 0.954
O -0.74790 -0.95960 0.87862 -0.449 0.519 0.798
C -1.53163 -1.05937 2.06191 -0.528 -1.207 0.891
N -0.33919 -1.07674 -2.04066 0.975 -0.198 1.422
H -1.45745 2.10498 -1.66773 0.219 -0.718 -0.365
H -2.13145 0.66459 -2.54564 0.179 0.550 -0.330
H -0.40653 1.26591 -2.94608 -1.562 0.160 0.703
H 0.30563 0.54987 -0.77591 -0.117 -0.376 -0.524
H -2.37555 -0.76930 -0.42242 0.497 -0.060 0.073
H -1.92406 0.67994 0.40020 0.487 0.082 -0.036
H -0.98509 -1.61991 2.87112 -0.367 0.354 -1.098
H -2.50251 -1.55624 1.84986 0.562 -0.310 -0.029
H -1.89047 -0.14218 2.54386 0.730 0.563 -0.535
H -1.20498 -1.28684 -2.50870 -0.484 -0.382 -0.355
H -0.13514 -1.86457 -1.38696 -0.158 0.765 -0.765
C 2.84275 -2.48547 -0.03894 0.482 0.443 -0.514
C 3.14442 -3.19248 1.25664 1.023 0.630 -0.578
C 3.86658 -2.19803 2.13799 -0.082 -1.080 1.307
O 4.35081 -2.90106 3.30240 0.621 0.895 -0.461
C 4.96486 -1.98845 4.23143 -1.329 -0.640 -0.225
N 1.98007 -3.79019 1.82286 0.790 -1.361 -0.319
H 1.99897 -1.85078 0.15480 -0.729 0.478 -0.292
H 2.64130 -3.17688 -0.85121 -0.283 -0.066 -0.037
H 3.66809 -1.81898 -0.37512 -0.390 -0.495 0.309
H 3.87051 -3.95465 1.02903 0.268 -0.695 0.077
H 3.12850 -1.48967 2.47570 -0.334 0.813 0.162
H 4.66825 -1.68794 1.61089 0.300 0.040 -0.037
H 5.08109 -2.57051 5.15212 0.614 0.214 -0.247
H 4.19262 -1.24382 4.46693 0.376 0.374 0.006
H 5.88023 -1.50549 3.83643 -0.352 -0.384 0.296
H 1.17515 -3.22245 1.89380 -0.674 0.676 0.334
H 2.21302 -4.35394 2.62576 -0.403 0.259 0.191
C -5.06718 -2.38640 -2.47394 -0.798 -0.323 -0.144
C -4.61986 -1.31412 -3.48094 0.899 -0.291 2.175
C -4.85976 0.04359 -2.81476 0.680 -0.367 -1.914
O -4.22140 0.98628 -3.69712 -1.606 -0.094 0.993
C -4.76987 2.27577 -3.44733 0.341 -0.106 -0.984
N -3.15572 -1.40662 -3.67662 -0.840 1.312 0.618
H -6.15077 -2.22737 -2.35110 0.168 -0.104 0.214
H -4.61022 -2.36438 -1.46088 0.042 0.121 -0.827
H -4.99536 -3.39000 -2.91938 0.317 0.215 0.287
H -5.23055 -1.52222 -4.36829 0.198 0.697 -0.171
H -4.40275 0.09241 -1.81897 -0.026 -0.158 -0.017
H -5.91611 0.28092 -2.76057 -0.305 -0.117 0.151
H -5.61348 2.31448 -2.73551 0.322 -0.152 -0.520
H -4.98180 2.72248 -4.41822 -0.630 0.014 0.036
H -3.95533 2.83364 -3.09155 0.937 1.228 1.032
H -2.98734 -2.23655 -4.15424 0.737 -1.870 -0.951
H -2.78200 -0.63435 -4.22580 -0.409 -0.138 -0.018
C 3.70938 4.68987 -5.04069 -0.040 -0.672 -0.283
C 2.78500 3.79590 -4.17832 1.430 1.132 0.131
C 2.31633 4.59074 -2.96225 1.026 -0.338 -0.197
O 3.43627 5.12301 -2.23745 -0.640 -0.333 -0.721
C 3.10548 5.93472 -1.13482 0.754 -0.114 0.119
N 1.77319 3.16865 -4.97929 0.419 0.486 -0.190
H 4.12082 4.02112 -5.81684 -0.275 0.584 -0.036
H 4.55187 5.01882 -4.44497 0.090 0.252 0.161
H 3.21379 5.58776 -5.48287 0.170 -0.798 0.253
H 3.39600 3.02948 -3.72453 0.393 -0.548 -0.241
H 1.81327 3.89735 -2.33550 -0.954 -0.504 0.860
H 1.66781 5.34581 -3.33432 -0.813 1.135 0.041
H 4.05667 6.06523 -0.62421 0.046 0.266 0.157
H 2.44017 5.47349 -0.40606 -0.362 -0.245 -0.143
H 2.73587 6.91488 -1.42747 -0.244 0.113 -0.141
H 0.97234 3.74761 -5.10887 -0.627 0.207 -0.108
H 1.54245 2.25112 -4.68190 -0.382 -0.763 0.440
C 1.26460 0.77965 3.83496 1.110 0.348 -0.518
C 1.48657 2.00776 2.95450 0.178 -0.307 -1.569
C 2.53700 1.71862 1.86491 0.119 -2.272 1.082
O 2.81218 2.79460 1.06686 -0.012 0.852 0.029
C 3.58756 2.40648 -0.04000 -0.229 1.168 -0.756
N 0.21801 2.42531 2.36916 -0.035 1.250 -0.164
H 0.93373 0.00605 3.15167 -0.620 -0.406 0.136
H 0.55670 0.99618 4.64611 0.357 -0.304 -0.294
H 2.25735 0.41121 4.17230 -0.662 0.330 0.334
H 1.91345 2.80575 3.49384 0.252 1.163 1.026
H 2.21929 0.86634 1.20637 -0.122 0.246 0.507
H 3.45848 1.35743 2.39671 -0.280 0.213 -0.383
H 4.50961 1.89716 0.24555 0.128 0.050 0.138
H 3.79711 3.36820 -0.55783 0.142 -0.937 -0.005
H 3.00084 1.73692 -0.68633 0.142 0.069 -0.073
H 0.30677 3.14812 1.62050 0.298 -0.771 1.008
H -0.12404 1.61344 1.91359 -0.733 -0.859 -0.639
C 2.67426 -1.85825 -4.54481 -0.837 -0.099 0.716
C 2.95281 -0.75389 -3.54409 -1.616 -1.501 0.185
O 1.84263 0.09755 -3.33458 0.511 0.913 -0.560
H 3.51837 -2.51269 -4.75192 -0.048 -0.241 0.426
H 2.41175 -1.41959 -5.46532 -0.259 0.736 -1.341
H 1.75475 -2.35159 -4.22453 0.281 -0.666 0.026
H 3.79162 -0.28004 -3.92623 1.384 1.918 -0.444
H 3.23827 -1.19395 -2.61681 0.345 -0.417 0.964
H 1.07898 -0.35097 -2.90738 0.320 -0.611 -0.137
C -1.76487 -5.08256 -2.24364 -1.271 1.065 1.058
C -1.64189 -5.42618 -3.68336 1.396 0.063 -0.785
O -2.51454 -4.55732 -4.41464 0.494 -0.427 -0.612
H -2.78414 -5.30194 -1.82808 0.678 0.271 -0.574
H -1.60966 -3.95872 -2.15835 -0.024 -1.392 0.164
H -1.09278 -5.64236 -1.60372 0.433 0.122 -0.049
H -1.82063 -6.45766 -3.96506 -0.588 -0.417 0.382
H -0.55884 -5.32018 -3.98602 -0.870 0.486 0.106
H -2.38353 -4.80469 -5.34416 -0.285 0.330 0.284
```
Positions in Å, forces in eV/Å.

Computed properties:
**Total charge**: 0

Entry 3:
Computed, not measured: one molecule with the formula C9H19N5O4 at a distorted geometry, with ωB97M-V with the def2-TZVPD basis set.

The geometry in XYZ format:
```
37
Properties=species:S:1:pos:R:3:forces:R:3
C 1.01960 -1.40350 0.55946 0.745 0.108 -0.591
C 0.40305 -2.66944 -0.08854 -1.195 2.789 0.408
C 0.73049 -0.09800 -0.21793 -2.104 -0.361 -1.065
C 1.30486 1.08943 0.50173 0.410 -0.376 -0.570
C 1.06751 2.44800 -0.07463 -0.307 0.534 -0.497
C 1.52599 3.86650 -2.03694 1.639 -1.454 -0.505
C -1.71317 -2.14644 1.07196 -2.610 -1.116 -0.133
C -2.13885 -3.33129 1.99999 0.262 1.943 1.031
C -2.97344 -1.47701 0.44660 -0.219 0.864 1.268
H 2.49551 -2.52089 1.10259 0.791 -0.500 0.111
H 2.69628 -1.81923 -0.32763 0.738 -0.451 -0.904
H 0.73566 -1.24929 1.59395 -0.525 -0.133 0.226
H 1.10090 -0.16914 -1.27218 -0.130 -0.080 0.805
H -0.40734 0.05540 -0.30716 1.690 -0.377 0.051
H 0.89529 1.09114 1.48551 -0.208 0.061 1.045
H 2.36412 0.93992 0.58139 0.723 -0.060 0.324
H -0.01562 2.61577 -0.21629 0.401 0.058 0.407
H 1.46987 3.16742 0.67592 -0.317 -0.053 -0.601
H 2.65223 2.32269 -1.55246 -1.201 0.290 0.656
H 2.37195 5.22041 -3.08307 0.280 -0.543 0.147
H 0.07837 5.06440 -2.71116 -0.112 -0.257 0.376
H -0.50004 3.57844 -2.17971 0.475 0.084 0.108
H -1.27181 -3.66412 -0.23548 -0.331 0.439 0.020
H -1.28830 -1.42969 1.74126 1.019 0.616 -0.310
H -3.61697 -1.13199 1.30081 0.271 -0.300 -0.701
H -3.54640 -2.16347 -0.18152 0.190 -0.143 0.076
H -3.24813 0.26016 -0.52053 0.448 -0.734 0.269
H -2.11641 -2.10916 3.47658 -0.219 -0.282 0.099
N 2.44316 -1.64599 0.61554 -0.077 0.872 0.888
N 1.65910 2.61529 -1.41261 1.009 0.072 -0.102
N 2.61466 4.35540 -2.56917 -2.203 0.707 0.442
N 0.20943 4.29586 -2.05489 -0.024 1.177 -0.702
N -0.96110 -2.71966 0.01257 0.943 -1.196 -0.342
O 1.04004 -3.40846 -0.77752 0.536 -1.070 -0.440
O -2.20324 -4.44443 1.64336 -0.317 -1.901 -0.890
O -2.51526 -0.35051 -0.30336 -0.595 0.167 0.031
O -2.36196 -3.03450 3.31356 0.121 0.606 -0.434
```
Positions in Å, forces in eV/Å.

Computed properties:
**Total charge**: 0

Entry 4:
Computed, not measured: C3H5NO3 as an isolated structure at a distorted geometry, with ωB97M-V with the def2-TZVPD basis set.

The geometry in XYZ format:
```
12
Properties=species:S:1:pos:R:3:forces:R:3
C 0.03145 1.08171 -0.18340 0.217 0.054 0.154
C -1.05300 0.02945 -0.25940 -0.193 0.161 -2.329
C 1.03540 0.04256 0.26444 0.283 0.061 1.646
N 0.05107 -0.76679 1.11104 0.713 -0.503 -1.000
O -0.18317 -0.96061 -1.35130 -1.410 -0.009 1.266
O -2.24088 0.02672 -0.13678 1.714 -0.456 -0.277
O 2.21069 -0.13522 0.14662 -1.352 0.103 0.117
H 0.19939 -0.50743 -2.11894 -0.539 0.284 0.302
H -0.33931 -0.41534 1.98153 0.557 0.061 -0.122
H 0.18655 -1.77236 1.06684 0.048 0.181 0.246
H 0.27513 1.56476 -1.12782 -0.185 0.067 0.088
H -0.17335 1.81256 0.60718 0.146 -0.004 -0.093
```
Positions in Å, forces in eV/Å.

Computed properties:
**Total charge**: 0

Values for frontier orbital gap, Ha, ordered as above
0.259, 0.342, 0.325, 0.392
Values for LUMO level, hartree, ordered as above
0.24994, 0.02229, 0.00061, 0.01745
Values for relative energy (zero: lowest compared OMol25 entry of this formula, charge and spin), kcal/mol, ordered as above
42.98, 51.19, 28.90, 73.90